(1)
DFT (ωB97M-V/def2-TZVPD) results for a molecular structure, C56H56CdN5O2P2SSe.

Computed properties:
* net charge: -1
* Kohn-Sham gap: 5.097 eV
* energy relative to the best compared isomer or geometry (same formula, charge and spin): 54.45 kJ/mol

```
124
Properties=species:S:1:pos:R:3:forces:R:3
Cd 0.15757 -0.91657 -0.21975 0.6191 -0.2015 -0.1696
C -4.82037 -2.87760 2.96426 0.1456 0.0080 -0.0510
C -3.64490 -2.19218 3.65938 -0.0210 -0.0628 -0.1007
N -2.34037 -2.57704 3.14786 -0.1478 0.0019 0.0311
C -1.85907 -2.13674 1.93135 -0.0294 0.0725 -0.1599
S -0.38725 -2.88184 1.41217 0.0481 0.1751 -0.0828
N -2.58520 -1.21946 1.34352 -0.1020 0.0006 0.2782
N -2.04401 -0.62708 0.24868 0.0148 -0.0332 0.0770
C -2.82808 -0.05358 -0.58216 -0.1034 -0.0073 0.1671
C -4.31947 -0.08358 -0.44760 0.0084 0.0595 -0.0759
C -2.20103 0.69299 -1.70135 0.1123 0.1857 -0.0667
C -2.96512 1.21173 -2.74606 -0.0520 0.0433 -0.0008
C -2.34100 1.92335 -3.75438 -0.0333 0.0109 0.0013
C -0.96917 2.11665 -3.70166 -0.0566 0.0092 -0.0195
C -0.28201 1.57286 -2.62983 0.0856 -0.0480 0.0689
N -0.87749 0.89015 -1.65743 -0.1205 -0.1209 0.0766
H -5.77077 -2.57669 3.41301 0.0342 -0.0026 -0.0108
H -4.72794 -3.96446 3.03793 -0.0394 0.0457 0.0119
H -4.82292 -2.60936 1.90847 -0.0345 -0.0343 0.0004
H -3.65614 -2.43228 4.72596 0.0246 0.0178 0.0310
H -3.73042 -1.11080 3.55883 -0.0137 0.0147 0.0060
H -2.00319 -3.48788 3.40801 0.0855 -0.0330 0.0040
H -4.59260 -0.82290 0.29548 -0.0090 -0.0118 0.0524
H -4.77781 -0.36424 -1.39483 -0.0049 0.0167 -0.0031
H -4.70330 0.89383 -0.13416 0.0130 -0.0207 -0.0537
H -4.02918 1.03142 -2.78324 0.0139 0.0037 0.0009
H -2.92177 2.31610 -4.58156 0.0127 -0.0259 0.0286
H -0.44173 2.66386 -4.47261 0.0052 -0.0266 0.0444
H 0.79349 1.68224 -2.54539 -0.0239 -0.0341 0.0163
O 1.54238 -0.37621 1.91489 0.0559 0.4480 -0.0070
P 1.91629 0.69883 2.87224 -0.0602 0.0491 0.1031
C 1.81416 2.41261 2.23599 -0.2661 -0.2297 0.0365
P 0.07974 2.84420 1.89206 0.0680 -0.1245 -0.1170
O -0.77863 1.65671 1.67860 -0.0310 0.0019 0.0050
C -0.51769 3.83235 3.28199 -0.0895 0.0730 -0.0067
C 0.04075 5.05395 3.64759 0.0380 -0.0161 0.0236
C -0.50614 5.77831 4.69616 0.0459 0.0096 0.0042
C -1.61788 5.28813 5.37240 -0.0191 -0.0336 -0.0236
C -2.17961 4.07325 5.00436 0.0270 0.0100 0.0125
C -1.63158 3.34388 3.95755 0.0255 -0.0397 0.0182
C 0.12153 3.95655 0.47092 -0.0240 -0.0034 0.0037
C 1.28145 4.50178 -0.06861 -0.0235 -0.0001 -0.0067
C 1.21019 5.28959 -1.21132 0.0167 0.0092 -0.0203
C -0.01654 5.53697 -1.80898 0.0069 -0.0252 0.0242
C -1.17990 4.99910 -1.26855 0.0062 -0.0229 -0.0025
C -1.11158 4.20675 -0.13538 0.0165 -0.0294 -0.0185
C 3.64363 0.50585 3.38350 0.0326 -0.0150 -0.0810
C 4.41368 1.51767 3.95220 -0.0033 -0.0505 0.0302
C 5.73397 1.27338 4.30244 -0.0143 0.0233 -0.0013
C 6.28863 0.01860 4.08620 -0.0266 -0.0255 0.0006
C 5.52577 -0.99266 3.51680 0.0034 0.0447 0.0075
C 4.20586 -0.75106 3.16202 0.0290 0.0539 -0.0054
C 0.92803 0.65918 4.37895 -0.0559 -0.1635 -0.0178
C 0.05616 -0.41972 4.51718 -0.0805 0.1241 -0.0684
C -0.73451 -0.51633 5.65522 0.0111 0.0247 0.0068
C -0.64731 0.44966 6.64947 0.0110 -0.0092 -0.0396
C 0.22927 1.52032 6.51324 0.0018 0.0081 0.0048
C 1.01590 1.62685 5.37738 0.0564 -0.0087 -0.0117
H 2.34001 2.37824 1.28290 0.1831 -0.0026 -0.1103
H 2.29521 3.13524 2.89747 -0.0062 -0.0426 -0.0051
H 0.90056 5.44210 3.10837 -0.0529 0.0144 0.0104
H -0.07366 6.72906 4.98348 -0.0037 -0.0177 -0.0152
H -2.05039 5.86181 6.18357 0.0189 -0.0230 -0.0083
H -3.04297 3.69052 5.53454 0.0114 0.0057 -0.0158
H -2.04467 2.38800 3.65149 0.0014 0.0488 0.0159
H 2.24936 4.29797 0.37460 -0.0218 0.0079 -0.0526
H 2.11947 5.68987 -1.64377 -0.0356 -0.0227 0.0169
H -0.06594 6.13480 -2.71102 -0.0051 0.0028 0.0244
H -2.13601 5.17947 -1.74496 0.0337 -0.0222 0.0070
H -2.00527 3.74517 0.27245 0.0244 0.0268 -0.0437
H 3.99000 2.50094 4.12595 0.0447 -0.0287 -0.0067
H 6.33432 2.06472 4.73520 -0.0271 -0.0224 -0.0004
H 7.32038 -0.16818 4.35954 -0.0273 0.0030 -0.0247
H 5.96312 -1.96691 3.33660 -0.0231 0.0225 0.0051
H 3.60088 -1.51879 2.69307 0.0271 0.0148 0.0123
H -0.01825 -1.15068 3.71617 0.0117 0.0021 0.0648
H -1.42322 -1.34616 5.75381 0.0043 0.0172 -0.0254
H -1.27054 0.37623 7.53327 0.0217 -0.0132 -0.0165
H 0.29187 2.27472 7.28811 -0.0067 -0.0003 -0.0251
H 1.68786 2.47353 5.27047 -0.0233 -0.0379 0.0122
C 2.24697 -3.39812 -4.74779 0.0408 0.0299 0.0587
C 3.37149 -3.04929 -4.00516 -0.0121 0.0487 0.0416
C 3.27345 -2.13126 -2.97206 -0.0580 0.0334 0.0556
C 2.04728 -1.52283 -2.65072 0.1197 0.0414 -0.0339
C 0.93640 -1.86608 -3.42008 0.0470 0.0958 -0.0351
C 1.03225 -2.80051 -4.44576 0.0238 0.0102 -0.0487
N 1.96293 -0.62316 -1.55928 -0.1447 -0.2860 -0.0886
C 2.87987 0.40076 -1.58241 0.0376 -0.0225 -0.1419
C 3.49580 0.87032 -0.41129 0.1215 0.1154 0.1329
C 4.39422 1.93046 -0.42070 -0.0728 -0.0155 0.0134
C 4.73151 2.57643 -1.60279 -0.0541 -0.0240 0.0008
C 4.16418 2.10481 -2.78630 -0.0038 -0.0029 0.0362
C 3.27421 1.04624 -2.78540 -0.0533 0.0028 0.0550
H 2.31968 -4.12978 -5.54316 -0.0228 0.0063 -0.0021
H 4.33129 -3.50635 -4.22321 -0.0220 0.0053 0.0091
H 4.14709 -1.87132 -2.38363 -0.0018 -0.0256 -0.0184
H -0.01921 -1.40647 -3.20698 -0.0359 -0.0437 0.0014
H 0.14439 -3.06112 -5.00983 0.0006 0.0114 0.0273
H 3.31189 0.31661 0.49555 -0.1000 -0.0168 0.1053
H 4.86388 2.23576 0.51116 -0.0124 -0.0294 0.0151
H 5.43446 3.40018 -1.60835 0.0022 -0.0118 -0.0118
H 4.42493 2.57679 -3.72794 -0.0231 -0.0260 -0.0075
H 2.85099 0.69885 -3.72050 0.0140 -0.0191 -0.0085
C -2.24623 -6.64487 -6.92699 0.0272 0.0681 0.0650
C -2.15911 -5.64498 -5.79908 -0.0294 -0.0133 -0.0833
C -2.70700 -4.37413 -5.91265 0.0028 0.0764 0.0283
C -2.68445 -3.46277 -4.85718 0.0646 -0.1260 0.0380
C -3.25619 -2.08470 -5.06462 0.0042 -0.0857 0.0329
C -2.11342 -3.83393 -3.62043 -0.0265 0.0677 -0.0397
Se -2.21641 -2.65799 -2.11583 -0.1505 0.0397 -0.0203
C -1.48162 -5.09190 -3.52553 -0.0401 0.0549 -0.0754
C -0.74046 -5.50924 -2.28240 -0.0045 -0.0380 -0.0362
C -1.53076 -5.97013 -4.60471 0.1043 0.0095 0.0608
H -2.71318 -6.20025 -7.80783 0.0189 -0.0100 0.0090
H -2.84513 -7.51158 -6.63338 0.0145 -0.0007 -0.0345
H -1.25819 -7.01295 -7.21671 -0.0254 0.0042 0.0031
H -3.16501 -4.07555 -6.85409 0.0068 -0.0199 0.0474
H -3.59748 -1.95551 -6.09649 0.0152 -0.0261 0.0565
H -2.50235 -1.32495 -4.83618 -0.0481 -0.0069 0.0099
H -4.08840 -1.90193 -4.37929 0.0293 0.0178 -0.0181
H -0.44015 -4.63857 -1.70272 0.0158 0.0039 0.0082
H 0.14910 -6.08973 -2.54576 -0.0808 -0.0156 0.0017
H -1.37221 -6.12374 -1.63287 0.0052 0.0468 0.0018
H -1.04821 -6.94258 -4.50937 -0.0329 0.0578 0.0144
```
Positions in Å, forces in eV/Å.

(2)
DFT (ωB97M-V/def2-TZVPD) results for C6H7N3 in the gas phase at a distorted geometry.

Computed properties:
* Kohn-Sham gap: 9.804 eV
* energy relative to the best compared isomer or geometry (same formula, charge and spin): 0.00 kJ/mol
* SMILES: Cc1ncc(C#N)n1C

```
16
Properties=species:S:1:pos:R:3:forces:R:3
C 0.74750 -1.76078 -1.21317 -0.1292 0.2455 -0.1470
C 0.11038 -1.02874 -0.09637 -0.8548 -0.0756 2.8982
N -0.42687 -1.65714 0.97476 0.1786 2.2489 -0.2342
C -0.87638 -0.60678 1.79068 -0.2415 -1.4873 -0.8300
C -0.68350 0.60361 1.21895 0.7451 -0.2025 -0.3558
C -1.15032 1.88353 1.60671 -0.1810 1.0025 0.1489
N -1.55980 2.92970 1.89167 0.4091 -0.9411 -0.2340
N 0.03643 0.34245 0.06861 0.0367 -1.0735 -1.5194
C 0.51505 1.27687 -0.92252 0.7446 0.4797 -0.0377
H 1.82153 -1.65610 -1.18232 0.4367 0.1856 -0.0961
H 0.54090 -2.82967 -1.16315 -0.2441 0.2209 0.1987
H 0.37442 -1.36284 -2.14855 0.0851 -0.0466 -0.4090
H -1.41241 -0.73820 2.69770 -0.2121 -0.4585 0.5339
H 1.53894 0.99030 -1.24816 -0.6960 0.1916 0.2203
H 0.55939 2.27700 -0.48586 0.0619 -0.1439 0.0086
H -0.13528 1.33679 -1.78898 -0.1392 -0.1456 -0.1451
```
Positions in Å, forces in eV/Å.

(3)
DFT (ωB97M-V/def2-TZVPD) results for 2 unconnected molecules or ions with the total composition C10H17N2O4P.

Computed properties:
* Kohn-Sham gap: 6.091 eV
* energy relative to the best compared isomer or geometry (same formula, charge and spin): 19.03 kJ/mol

```
34
Properties=species:S:1:pos:R:3:forces:R:3
C 2.54606 -0.31716 1.52228 -0.0527 -0.0660 0.4457
C 1.35839 0.22724 2.32082 0.2985 -0.1961 -0.6996
P 0.23385 1.47165 1.55886 -0.3360 0.2555 0.3151
C 1.41169 2.83019 1.11989 -0.0978 -0.2665 0.0805
C -0.19052 0.78807 -0.12593 0.1146 -0.1209 0.2310
C 0.73434 0.34251 -1.03965 -0.4226 -0.0397 -0.3166
C 0.28685 -0.20325 -2.26053 0.1826 0.5631 0.4138
N -1.01890 -0.23936 -2.45422 0.2507 -0.0902 -0.0401
N -1.96544 0.19610 -1.63373 0.0686 0.0394 0.0543
C -1.57352 0.70955 -0.48710 0.1699 -0.2467 -0.3867
C -2.70655 1.16762 0.40355 0.1733 0.1429 -0.4115
O -3.08001 0.14239 1.27887 -0.1234 0.1244 0.3278
C -4.23197 -0.58729 0.88278 0.1762 -0.0700 0.0178
H 3.15778 0.48013 1.10355 -0.0013 0.0340 -0.1847
H 3.19647 -0.88759 2.18488 0.0224 -0.0218 0.0358
H 2.23529 -1.01481 0.75184 0.0529 0.0254 -0.1102
H 0.73591 -0.59702 2.66070 -0.0801 -0.0205 0.1878
H 1.73298 0.75812 3.19598 -0.1390 0.0148 0.2064
H 1.01758 3.74199 1.55628 0.0112 0.1737 -0.0824
H 1.53052 2.96064 0.04848 0.1111 0.0537 -0.0648
H 2.37492 2.62628 1.58248 0.1328 0.0360 -0.1048
H 1.79455 0.38706 -0.84480 0.0340 0.0260 -0.0945
H 0.95323 -0.64093 -3.00480 -0.0925 -0.1568 0.0282
H -1.36036 -0.65562 -3.31104 -0.1311 -0.0256 -0.0170
H -3.52015 1.47868 -0.25470 -0.1478 -0.0834 0.0363
H -2.38670 2.03519 0.97324 0.0178 -0.0123 0.2109
H -5.02501 0.08223 0.54919 -0.0509 0.0624 -0.0627
H -4.57755 -1.12606 1.75877 0.0186 -0.0771 0.0573
H -3.99133 -1.30017 0.09362 -0.0578 -0.0372 -0.1139
C 2.17147 -3.21620 -2.38812 -0.1806 0.1716 -0.3397
O 1.52869 -2.34225 -3.07364 0.1404 -0.1685 0.6345
O 2.21410 -2.93757 -0.98618 -0.1651 0.1716 -0.4978
O 2.73054 -4.22438 -2.75209 0.0917 -0.0731 0.1083
H 1.68282 -2.13599 -0.92954 0.0116 -0.1220 0.1357
```
Positions in Å, forces in eV/Å.

(4)
DFT (ωB97M-V/def2-TZVPD) results for a molecular structure, C19H17F6FeN7O4S4Sb at a distorted geometry.

Computed properties:
* multiplicity: 2
* Kohn-Sham gap (spin up / spin down): 6.519 / 7.334 eV
* <S²>: 0.957
* energy relative to the best compared isomer or geometry (same formula, charge and spin): 69.14 kJ/mol

```
59
Properties=species:S:1:pos:R:3:forces:R:3
Fe 0.15894 0.61647 -0.69397 -0.3944 -0.3018 -0.4540
F 1.25618 0.30546 5.01185 0.0273 0.0159 0.0055
C 2.29084 0.48582 4.19199 0.1061 -0.1213 -0.0474
F 2.16187 1.66236 3.58520 -0.0254 0.0362 -0.0029
F 3.41290 0.48941 4.90782 -0.0097 0.0192 -0.0244
S 2.30489 -0.87777 2.94537 -0.1846 0.0409 0.0224
O 0.98703 -0.81447 2.36922 -0.2271 -0.0522 -0.2399
O 2.69032 -2.05477 3.65314 0.1164 0.0724 0.0310
N 3.43525 -0.40571 1.94366 -0.1703 0.2536 -0.2918
S 3.14897 0.04907 0.47266 0.6446 -0.4536 0.2666
O 2.31962 1.23276 0.26745 -0.4391 -0.4214 -0.1013
O 2.90539 -1.02471 -0.45808 -0.2835 -0.0541 -0.0193
C 4.86814 0.57983 0.06808 -0.1943 0.1015 0.0987
F 4.86359 1.04928 -1.18820 0.0311 0.0328 -0.0694
F 5.69381 -0.45414 0.13244 0.0382 0.0300 -0.0263
F 5.29638 1.53926 0.87808 -0.0055 0.0149 -0.0348
S -0.54410 1.98079 0.89675 0.4803 -0.5022 0.2049
C -2.19141 1.49548 1.08567 -0.6784 -0.1265 0.0769
C -2.89628 1.71596 2.27522 0.3589 0.0367 -0.2059
C -4.22508 1.35533 2.38867 -0.1788 -0.1267 -0.2271
C -4.92028 1.57369 3.62274 -0.0562 0.0526 0.1045
N -5.46776 1.76152 4.61526 0.0170 -0.0136 -0.0158
C -4.88978 0.77255 1.28824 0.1471 0.1478 0.2400
C -4.19650 0.54722 0.11426 0.2295 -0.0443 -0.2027
C -2.84678 0.88666 0.00587 -0.3074 0.0822 0.4890
S -1.95241 0.57235 -1.44449 0.0275 0.0313 -0.5960
C -6.27057 0.40241 1.37834 -0.1439 0.0189 0.0253
N -7.38124 0.11307 1.43646 0.0351 -0.0293 -0.0226
H -2.37813 2.16267 3.11356 -0.0633 -0.0002 0.0418
H -4.69862 0.09086 -0.72939 -0.0297 -0.0196 0.0289
N 2.03211 -0.06240 -4.32490 -0.0824 0.0064 0.0228
C 1.88164 -1.41880 -4.13808 0.0375 0.0421 -0.0384
C 1.14848 -1.55846 -3.00462 -0.0555 -0.1536 0.0702
N 0.83855 -0.32417 -2.49541 0.1892 0.2345 0.0650
C 1.38698 0.55226 -3.31720 0.0891 -0.0190 0.0682
C 1.27062 1.94588 -2.96312 -0.1410 -0.0680 0.0414
N 0.68773 2.20341 -1.81210 0.5170 0.3774 0.0061
C 0.70752 3.56296 -1.65623 -0.1184 0.0464 -0.0076
C 1.29320 4.12600 -2.74651 0.0136 0.0050 -0.0506
N 1.64597 3.08373 -3.57659 0.0195 -0.0498 0.0358
H 2.56407 0.37369 -5.05732 -0.0104 0.0051 -0.0113
H 2.31167 -2.13930 -4.80917 -0.0099 -0.0108 0.0080
H 0.85143 -2.47713 -2.53083 -0.0050 0.0200 0.0376
H 0.28926 4.03694 -0.78627 0.0043 -0.0314 0.0200
H 1.48642 5.15022 -3.00782 -0.0038 0.0025 0.0122
H 2.07908 3.17154 -4.47892 0.0178 0.0046 0.0067
C -1.94656 -3.09201 -1.49545 0.1081 0.0876 -0.2038
Sb -0.75435 -1.98877 -0.11020 0.4723 0.6967 0.9165
C 0.57275 -3.53157 0.52760 0.0272 -0.0970 -0.1070
C -2.12195 -2.03427 1.51244 -0.0646 0.0259 0.0149
H -2.58454 -3.76203 -0.92036 0.0304 0.0111 0.0405
H -1.33318 -3.68665 -2.17174 0.0317 0.0127 0.0231
H -2.56305 -2.41192 -2.07921 -0.0016 0.0165 0.0290
H 0.02927 -4.47624 0.54934 -0.0057 -0.0035 -0.0124
H 0.93003 -3.29078 1.52593 -0.0314 0.0569 0.0043
H 1.43175 -3.61476 -0.13651 -0.0102 0.0318 -0.0142
H -2.10953 -3.02957 1.95625 0.0493 -0.0002 -0.0300
H -3.12641 -1.81687 1.15285 0.0151 0.0237 -0.0060
H -1.83417 -1.29967 2.26026 0.0505 0.0064 0.0051
```
Positions in Å, forces in eV/Å.